1.
ORCA calculation (the ωB97M-V functional and the def2-TZVPD basis) on a molecular structure, C12H20CrF6NO9S2.

As for the total energy: -3640.533924 Ha. For the gap between HOMO and LUMO (spin up / spin down), the calculation gives 6.69 / 7.31 eV. As for the spin multiplicity: 2. For the highest occupied orbital energy (spin up / spin down), the calculation gives -15.096 / -15.097 eV. Its total charge is +2.

Last column: Mulliken spin population.
Cartesian coordinates (Å):
Cr: 0.235 0.375 0.119  0.99
C: 0.661 -1.930 1.953  0.00
C: 1.869 -1.051 2.178  0.00
O: 1.999 -0.202 1.013  -0.01
C: 2.954 -0.641 -0.002  0.00
C: 2.245 -1.470 -1.065  0.01
O: 0.885 -0.967 -1.124  0.00
C: 0.165 -1.004 -2.395  0.00
C: -1.300 -0.862 -2.040  0.00
O: -1.394 0.091 -0.937  0.00
C: -2.576 0.936 -0.847  0.00
C: -2.050 2.239 1.032  0.00
O: -0.855 1.505 1.467  0.00
C: -0.974 0.877 2.759  0.00
C: -1.326 -0.568 2.500  0.00
O: -0.410 -1.071 1.486  -0.01
H: 0.353 -2.457 2.855  0.00
H: 0.827 -2.660 1.163  0.00
H: 2.778 -1.632 2.318  0.00
H: 1.747 -0.388 3.032  0.00
H: 3.754 -1.200 0.479  0.00
H: 3.357 0.268 -0.430  0.00
H: 2.192 -2.534 -0.833  0.00
H: 2.725 -1.323 -2.031  0.00
H: 0.351 -1.963 -2.877  0.00
H: 0.524 -0.181 -3.008  0.00
H: -1.736 -1.800 -1.699  0.00
H: -1.845 -0.465 -2.894  0.00
H: -3.308 0.441 -0.204  0.00
H: -2.941 1.100 -1.856  0.00
H: -2.911 1.803 1.548  0.00
H: -1.905 3.283 1.293  0.00
H: -1.732 1.378 3.361  0.00
H: -0.014 0.998 3.257  0.00
H: -2.326 -0.668 2.080  0.00
H: -1.260 -1.182 3.396  0.00
F: 3.836 3.947 -1.653  0.00
C: 2.938 3.461 -0.834  0.00
F: 3.521 2.701 0.094  0.00
F: 2.256 4.427 -0.248  0.00
S: 1.772 2.382 -1.784  0.00
O: 0.845 1.930 -0.602  0.03
O: 2.527 1.259 -2.254  0.01
N: 1.055 3.264 -2.742  0.00
S: -0.582 3.241 -3.072  0.00
O: -2.165 2.154 -0.337  0.00
O: -1.019 1.833 -3.177  0.00
C: -0.302 3.769 -4.849  0.00
F: 0.266 4.961 -4.868  0.00
F: 0.446 2.887 -5.481  0.00
F: -1.504 3.824 -5.406  0.00

Cartesian forces, eV/Å:
Cr -0.05 0.00 -0.02
C 0.01 0.02 0.01
C -0.01 0.00 -0.04
O 0.02 -0.03 0.06
C 0.01 0.01 0.02
C -0.02 0.00 0.00
O 0.00 0.01 -0.07
C 0.05 0.03 0.08
C -0.02 0.08 -0.02
O -0.04 -0.06 0.05
C 0.07 0.06 -0.04
C 0.04 -0.03 -0.02
O -0.03 0.02 -0.01
C -0.02 0.03 -0.01
C 0.02 -0.02 0.00
O 0.04 0.04 -0.01
H -0.01 0.00 0.00
H 0.00 0.00 -0.01
H 0.01 0.00 0.00
H -0.01 0.00 0.00
H 0.00 -0.01 0.00
H -0.01 -0.01 0.01
H 0.01 -0.01 0.01
H 0.00 0.01 -0.01
H 0.00 0.00 -0.02
H -0.01 0.01 -0.04
H -0.01 0.00 0.02
H 0.00 -0.01 0.00
H -0.01 -0.02 0.01
H 0.00 -0.02 -0.01
H -0.01 0.00 -0.01
H 0.00 0.01 -0.01
H 0.00 0.01 0.00
H 0.00 -0.01 0.00
H -0.01 0.00 0.00
H 0.00 -0.01 0.00
F 0.03 0.02 -0.02
C -0.08 0.08 -0.04
F 0.00 -0.03 0.01
F 0.02 -0.02 -0.01
S 0.08 -0.13 0.02
O 0.02 -0.09 -0.04
O -0.05 -0.02 0.03
N -0.08 0.21 0.09
S 0.12 -0.13 -0.04
O 0.01 -0.02 0.05
O -0.08 0.01 0.03
C -0.05 0.01 0.03
F 0.00 0.02 -0.01
F 0.03 -0.04 -0.02
F -0.01 0.00 -0.02

2.
ORCA calculation (the ωB97M-V functional and the def2-TZVPD basis) on a molecular structure, C12H20F3N6O5PdS2.

As for the total energy: -2397.656846 Ha. For the gap between HOMO and LUMO, the calculation gives 9.01 eV. For the highest occupied orbital energy, the calculation gives -11.868 eV. Its total charge is +1.

Last column: Löwdin charge in e.
Cartesian coordinates (Å):
Pd: 0.570 1.410 0.282  0.96
F: 0.787 2.765 3.515  0.16
C: 0.049 1.783 4.015  -0.68
F: 0.713 1.184 4.996  0.16
F: -1.088 2.281 4.487  0.16
S: -0.324 0.553 2.700  0.54
O: -1.157 -0.431 3.315  -0.25
O: -0.990 1.367 1.635  -0.42
O: 0.969 0.142 2.171  -0.33
C: -2.634 -2.433 -1.724  -0.05
C: -1.566 -1.438 -1.207  -0.14
N: -1.697 -1.274 0.231  -0.16
C: -1.649 -2.569 0.897  -0.12
C: -2.912 -3.392 0.532  -0.05
N: -3.599 -2.660 -0.591  -0.09
C: -4.134 -1.343 -0.096  -0.05
C: -2.944 -0.591 0.551  -0.14
H: -2.223 -3.407 -1.983  0.13
H: -3.208 -2.056 -2.569  0.13
H: -1.677 -0.459 -1.674  0.11
H: -0.569 -1.810 -1.442  0.13
H: -1.605 -2.414 1.972  0.11
H: -0.749 -3.093 0.580  0.14
H: -3.630 -3.458 1.347  0.14
H: -2.686 -4.396 0.176  0.13
H: -4.373 -3.226 -0.929  0.19
H: -4.936 -1.561 0.606  0.14
H: -4.552 -0.830 -0.961  0.14
H: -3.048 -0.560 1.634  0.12
H: -2.899 0.432 0.188  0.11
O: -1.292 4.152 -0.051  -0.51
S: -1.381 3.255 -1.181  0.76
N: -0.561 2.001 -1.219  -0.55
C: 5.722 1.777 0.362  0.01
N: 4.604 1.533 -0.551  -0.04
C: 4.783 1.272 -1.866  -0.02
C: 3.742 1.058 -2.700  0.01
C: 2.425 1.119 -2.153  -0.36
N: 2.252 1.371 -0.858  0.04
C: 3.327 1.604 -0.007  -0.49
O: 3.150 1.846 1.171  0.07
N: 1.361 0.905 -2.928  0.17
H: 6.649 1.652 -0.190  0.09
H: 5.679 1.071 1.188  0.10
H: 5.658 2.786 0.764  0.11
H: 5.809 1.247 -2.206  0.14
H: 3.896 0.858 -3.748  0.12
H: 1.497 0.824 -3.920  0.12
H: 0.441 1.151 -2.563  0.03

Cartesian forces, eV/Å:
Pd -0.06 -0.23 -0.04
F 0.01 0.00 -0.01
C -0.03 0.01 0.01
F -0.02 0.02 -0.01
F 0.03 -0.01 0.01
S -0.28 0.09 0.04
O 0.00 0.00 -0.05
O -0.08 0.04 0.07
O 0.33 -0.06 -0.14
C -0.04 0.01 0.02
C -0.04 -0.01 -0.01
N 0.11 -0.01 0.05
C -0.16 -0.04 -0.02
C 0.02 0.02 -0.02
N 0.01 -0.03 -0.04
C 0.02 -0.01 0.01
C -0.06 -0.07 -0.06
H 0.01 0.00 0.00
H 0.01 0.02 0.00
H -0.01 0.00 -0.01
H 0.01 0.00 0.00
H 0.07 0.01 0.01
H 0.04 0.01 0.03
H 0.01 0.01 0.02
H 0.00 0.00 0.01
H 0.00 0.00 0.01
H 0.00 0.01 0.00
H 0.01 0.02 0.00
H 0.01 0.04 0.00
H 0.01 0.02 0.02
O 0.00 0.01 0.04
S -0.01 0.09 -0.04
N 0.01 -0.03 0.09
C -0.02 -0.01 -0.02
N 0.00 0.01 -0.11
C -0.07 0.00 0.08
C 0.03 0.02 0.06
C 0.13 -0.01 -0.06
N 0.10 0.06 0.19
C -0.23 0.00 0.28
O 0.12 -0.02 -0.41
N 0.00 -0.07 -0.01
H 0.01 0.01 0.01
H 0.00 0.00 0.00
H 0.00 0.00 0.00
H -0.01 0.00 -0.01
H 0.01 0.00 0.00
H 0.00 0.01 0.00
H 0.01 0.04 -0.01

3.
ORCA calculation (the ωB97M-V functional and the def2-TZVPD basis) on a molecular structure, C12H20IrN4OS.

As for the total energy: -1265.783852 Ha. For the gap between HOMO and LUMO, the calculation gives 6.73 eV. For the highest occupied orbital energy, the calculation gives -10.844 eV. Its total charge is +1.

Last column: Löwdin charge in e.
Cartesian coordinates (Å):
Ir: -0.954 -0.011 0.791  1.12
C: 1.824 2.858 -1.117  0.02
C: 1.135 1.736 -0.418  -0.22
N: -0.134 1.559 -0.379  -0.10
N: -1.026 2.497 -0.838  0.02
C: -2.150 2.662 -0.101  -0.76
N: -3.013 3.591 -0.494  0.14
S: -2.425 1.748 1.321  0.71
C: 1.809 0.776 0.466  -0.17
C: 3.181 0.663 0.607  0.02
C: 3.699 -0.222 1.538  -0.02
C: 2.828 -0.971 2.309  0.00
C: 1.467 -0.824 2.126  -0.06
N: 0.968 0.044 1.243  -0.08
H: 1.390 3.042 -2.100  0.09
H: 2.877 2.641 -1.270  0.08
H: 1.752 3.774 -0.525  0.11
H: -0.773 3.113 -1.598  0.16
H: -2.878 4.155 -1.317  0.13
H: -3.868 3.707 0.025  0.12
H: 3.839 1.256 -0.010  0.12
H: 4.769 -0.328 1.651  0.12
H: 3.187 -1.683 3.038  0.12
H: 0.741 -1.407 2.672  0.12
C: -1.932 -1.340 2.008  -0.31
H: -2.766 -1.690 1.376  0.01
H: -2.359 -0.890 2.906  -0.01
H: -1.351 -2.223 2.274  0.00
C: -1.383 -3.580 -0.845  -0.05
C: -1.037 -2.121 -1.092  -0.59
C: -0.346 -1.913 -2.435  -0.06
O: -0.211 -1.658 -0.052  -0.38
H: -2.009 -3.975 -1.646  0.08
H: -1.910 -3.701 0.102  0.07
H: -0.464 -4.167 -0.804  0.09
H: -1.983 -1.541 -1.107  0.12
H: 0.564 -2.514 -2.478  0.08
H: -0.067 -0.862 -2.558  0.06
H: -0.990 -2.200 -3.269  0.08

Cartesian forces, eV/Å:
Ir -0.17 0.31 0.19
C 0.00 0.02 0.03
C 0.04 -0.01 0.03
N -0.15 -0.07 -0.17
N -0.02 0.00 0.01
C 0.05 0.04 -0.08
N 0.00 -0.02 0.00
S 0.04 -0.08 -0.17
C -0.02 -0.06 0.01
C -0.04 0.03 -0.02
C -0.01 -0.02 0.03
C 0.02 0.01 -0.01
C 0.03 0.03 0.03
N 0.05 -0.19 0.25
H 0.00 -0.01 0.00
H 0.00 0.01 0.00
H 0.00 0.00 0.00
H 0.00 0.05 0.04
H -0.01 0.00 0.00
H 0.00 0.00 0.01
H 0.00 0.00 -0.01
H 0.00 0.00 0.00
H 0.00 0.00 0.00
H 0.02 0.01 0.00
C 0.17 0.00 -0.01
H -0.01 0.02 0.10
H 0.00 -0.03 0.02
H -0.01 0.00 -0.03
C -0.07 -0.05 -0.04
C 0.02 -0.02 -0.09
C -0.04 0.03 0.02
O 0.09 0.05 -0.13
H -0.01 -0.02 0.00
H 0.02 0.02 -0.03
H 0.00 0.01 0.01
H -0.02 0.00 0.03
H 0.01 0.01 0.01
H -0.01 -0.01 0.00
H 0.00 -0.01 0.01

4.
ORCA calculation (the ωB97M-V functional and the def2-TZVPD basis) on a single C12H20N2O molecule in a non-equilibrium geometry.

As for the total energy: -653.891048 Ha. For the gap between HOMO and LUMO, the calculation gives 9.54 eV. The SMILES is C=C1CC=N[C@@H](C(C)C)[C@]1(C)NC(C)=O. For the highest occupied orbital energy, the calculation gives -8.796 eV.

Last column: Löwdin charge in e.
Cartesian coordinates (Å):
C: 1.630 2.518 -0.935  0.06
C: 0.694 2.087 -0.076  -0.15
C: 0.411 2.543 1.271  -0.17
C: 0.179 1.525 2.220  -0.20
N: 0.037 0.306 2.067  0.09
C: 0.047 -0.289 0.796  -0.28
C: -0.822 -1.609 0.912  -0.36
C: 0.030 -2.850 1.121  -0.08
C: -1.874 -1.545 2.015  -0.10
C: -0.289 0.567 -0.435  -0.32
C: -1.695 1.044 -0.474  -0.04
N: 0.090 0.219 -1.782  0.11
C: 1.320 -0.392 -1.968  -0.52
C: 1.442 -0.921 -3.426  0.00
O: 2.174 -0.572 -1.135  0.07
H: 1.892 2.039 -1.888  0.06
H: 2.275 3.375 -0.720  0.07
H: -0.615 2.979 1.255  0.15
H: 1.290 3.124 1.619  0.15
H: 0.192 1.647 3.296  0.12
H: 1.106 -0.591 0.690  0.14
H: -1.529 -1.658 0.028  0.14
H: 0.395 -2.743 2.135  0.08
H: 0.936 -2.840 0.373  0.11
H: -0.533 -3.788 1.103  0.07
H: -2.642 -0.880 1.827  0.04
H: -1.556 -1.259 3.002  0.07
H: -2.259 -2.562 2.157  0.08
H: -2.397 0.376 -1.067  0.11
H: -1.826 2.023 -0.947  0.09
H: -2.063 1.130 0.528  0.08
H: -0.618 -0.160 -2.313  0.10
H: 1.160 -0.056 -4.016  0.07
H: 2.557 -0.972 -3.584  0.10
H: 0.860 -1.813 -3.647  0.08

Cartesian forces, eV/Å:
C -0.39 -0.19 0.49
C -0.38 -3.50 -2.61
C -0.03 2.41 -0.90
C 0.53 -1.81 3.25
N -0.60 -1.19 -0.28
C 0.61 -2.70 -1.33
C -1.36 0.70 -0.94
C 1.52 0.53 -1.41
C 1.03 -1.68 0.98
C 2.17 4.43 0.62
C -1.75 -0.05 -0.94
N 2.80 -0.20 2.88
C -0.87 -1.68 -1.51
C 2.01 1.59 0.91
O 0.12 0.54 -0.09
H -0.56 0.12 0.49
H -0.31 -0.12 0.24
H 0.85 1.20 0.05
H -1.08 0.62 0.01
H 0.05 1.65 0.25
H -0.60 -0.12 -0.23
H 1.30 -0.30 0.20
H 0.57 -0.14 0.25
H -1.70 -0.36 1.45
H 0.07 0.15 -0.36
H -1.81 1.23 -0.80
H 0.84 0.09 0.31
H -0.37 0.19 -0.26
H 0.79 0.35 0.85
H 0.33 -0.08 0.00
H -0.50 -0.02 0.57
H -1.79 -0.75 -1.58
H -0.50 -0.18 -0.58
H -1.23 -0.76 -0.03
H 0.23 0.04 0.06

5.
ORCA calculation (the ωB97M-V functional and the def2-TZVPD basis) on a single C12H20N4O3 molecule in a non-equilibrium geometry.

As for the total energy: -914.021522 Ha. For the gap between HOMO and LUMO, the calculation gives 9.28 eV. The SMILES is CC(C)C[C@H](N)C(=O)N[C@@H](Cc1c[nH]cn1)C(=O)O. For the highest occupied orbital energy, the calculation gives -8.773 eV.

Last column: Löwdin charge in e.
Cartesian coordinates (Å):
C: 2.770 -2.026 -0.576  -0.09
C: 2.156 -0.642 -0.577  -0.42
C: 2.961 0.289 -1.548  -0.07
C: 2.025 -0.109 0.888  -0.10
C: 1.365 1.318 0.871  -0.30
N: 1.389 1.873 2.248  0.05
C: -0.077 1.181 0.464  -0.38
O: -0.866 0.738 1.327  0.02
N: -0.505 1.604 -0.752  0.16
C: -1.778 1.251 -1.301  -0.21
C: -1.999 -0.246 -1.505  -0.09
C: -2.069 -1.214 -0.370  -0.24
C: -3.003 -1.266 0.628  -0.06
N: -2.397 -1.869 1.712  0.08
C: -1.176 -2.322 1.237  -0.22
N: -0.841 -1.878 0.079  0.12
C: -3.031 1.866 -0.642  -0.47
O: -4.048 2.072 -1.237  0.12
O: -2.897 2.173 0.689  0.08
H: 2.085 -2.692 -0.093  0.06
H: 2.861 -2.419 -1.598  0.08
H: 3.726 -2.114 -0.053  0.08
H: 1.193 -0.810 -1.037  0.09
H: 4.008 0.267 -1.209  0.08
H: 2.592 1.336 -1.622  0.06
H: 3.034 -0.181 -2.535  0.07
H: 2.982 0.074 1.471  0.14
H: 1.439 -0.742 1.464  0.07
H: 1.891 1.931 0.159  0.12
H: 0.844 1.240 2.853  0.08
H: 0.893 2.788 2.295  0.09
H: 0.009 2.004 -1.474  0.13
H: -1.823 1.657 -2.300  0.15
H: -2.951 -0.281 -2.025  0.12
H: -1.206 -0.616 -2.154  0.12
H: -3.984 -0.784 0.737  0.14
H: -2.816 -1.997 2.590  0.13
H: -0.557 -2.984 1.854  0.13
H: -2.201 1.530 1.043  0.06

Cartesian forces, eV/Å:
C 0.26 -0.30 -0.35
C 1.16 0.56 -0.02
C 0.29 -0.48 0.77
C 1.41 2.74 -1.60
C -0.32 -0.84 1.18
N -0.18 0.51 -0.22
C -0.59 -0.06 0.69
O 0.56 0.47 -1.22
N -1.02 -0.88 1.36
C -1.55 -0.36 0.42
C -0.37 -1.16 -0.58
C 1.71 0.45 1.47
C 0.07 0.77 0.26
N 0.76 -0.67 -2.58
C 0.22 -0.11 2.20
N -2.73 0.53 -1.35
C 0.36 0.53 1.91
O 0.13 -0.05 -0.32
O -0.08 -0.95 -1.26
H -0.46 -0.53 0.48
H 0.22 0.17 0.16
H 0.04 0.23 -0.17
H -0.65 0.31 0.32
H -0.18 0.52 0.09
H 0.32 -0.80 -0.07
H -0.46 0.24 0.03
H -0.70 -0.52 -1.10
H -1.26 -1.32 1.02
H 0.31 0.48 0.12
H 0.33 0.40 -0.51
H 0.53 -0.95 -0.16
H 2.05 0.70 -0.44
H 0.14 0.22 -0.36
H -0.11 -0.19 -0.45
H -0.07 0.06 -0.31
H 0.63 -0.31 -0.24
H -0.33 -0.49 0.98
H -0.21 0.47 -0.19
H -0.20 0.63 0.03

Table of energy relative to the best compared isomer or geometry (same formula, charge and spin) (kJ/mol), in record order: 93.3, 54.2, 85.2, 210.3, 145.0